Entry 1:
ORCA calculation (ωB97M-V with the def2-TZVPD basis set) on C21H45ClN2O5PPd as an isolated structure at a distorted geometry.

Output
**Largest force on an atom**: 5.5 eV Å⁻¹
**E**: -2241.29599 Eh

Structure (ORCA input):
```
! wB97M-V def2-TZVPD RIJCOSX def2/J DEFGRID3
* xyz 1 1
H 0.623 3.533 0.219
H 6.367 -0.367 2.476
H -3.938 1.359 0.059
H 5.000 -1.026 0.437
C -0.990 4.365 2.883
H -2.339 -3.528 3.343
H -3.352 3.533 -1.555
O 1.878 -3.530 1.150
H 4.450 1.255 -2.820
H 4.887 -0.563 -2.553
C 1.789 1.038 -1.779
H -3.736 1.231 2.234
H 5.349 1.807 -0.393
C -0.144 -0.876 -1.356
C 0.859 3.257 1.331
H -0.844 -5.538 -1.389
C -2.778 -3.984 -0.154
H 0.038 0.606 0.996
H -2.457 -5.118 0.021
C 6.236 0.464 1.647
C 4.476 0.414 -2.007
C -2.041 -3.910 2.256
H -0.067 0.625 -3.210
C -2.391 0.838 -1.682
H -1.022 0.124 2.477
C 5.682 0.815 -0.921
H -3.822 -3.935 -0.730
H 0.568 -4.416 -2.007
H 5.316 1.166 1.936
C -3.867 1.251 -1.104
N -2.906 -3.282 1.180
C 5.931 -0.347 0.219
H -4.278 2.562 -2.931
H -0.838 -2.704 0.042
N 1.628 -4.006 0.040
H -1.959 -3.549 -2.484
H 1.261 -0.711 -3.143
C -2.905 2.017 2.565
H -3.445 3.051 2.687
H -5.285 3.140 -1.447
C -1.655 -0.390 -0.829
H -0.096 2.223 3.146
H -2.474 1.588 3.592
O -2.494 -1.550 -1.278
H 2.844 -0.990 -1.253
H -1.931 4.816 2.346
C -1.640 2.074 1.472
H -0.114 5.174 2.845
Cl -5.261 0.148 -1.654
H 1.525 2.271 1.341
H -2.475 0.596 -2.828
H -3.906 -3.185 1.483
Pd -5.785 0.432 -4.305
H 1.522 4.075 1.892
C -4.204 2.755 -1.755
H 0.622 -0.965 -0.461
H -1.165 4.173 4.048
O 0.410 -4.629 0.132
O -0.103 -2.212 -1.972
H -0.935 -3.526 2.079
H 6.827 -1.078 -0.039
C -1.072 0.540 1.359
H 7.209 1.098 1.470
O -1.927 -0.395 0.616
H -1.936 2.574 0.456
C -0.452 2.945 2.265
H 2.215 1.690 -2.683
H 3.259 0.540 -0.077
H -1.988 -5.086 2.211
P -1.496 -3.006 -1.223
H 6.703 0.965 -1.494
C 0.631 0.046 -2.468
H 1.312 1.782 -1.000
C 3.068 0.180 -1.199
H -1.693 1.794 -1.576
C -0.282 -4.528 -1.194
*
```



Entry 2:
ORCA calculation (ωB97M-V with the def2-TZVPD basis set) on C21H45F3N7O14P2Ti as an isolated structure at a distorted geometry.

Output
**Largest force on an atom**: 2.9 eV Å⁻¹
**E**: -4095.55154 Eh
**Expectation value of S²**: 3.75

Structure (ORCA input):
```
! wB97M-V def2-TZVPD RIJCOSX def2/J DEFGRID3
* xyz 0 4
H -0.680 2.920 -13.236
H 1.043 5.605 -8.787
C -0.184 8.471 -8.579
H 0.641 10.181 -12.267
C -2.075 -1.622 -14.817
H -1.911 6.481 -14.311
C -3.883 -2.596 -11.991
N -4.263 -1.262 -12.464
H -0.454 6.639 -11.038
C -0.505 6.723 -9.959
F -7.788 5.589 -9.528
O -1.148 11.090 -14.377
H -4.666 4.694 -10.128
N -0.150 9.942 -16.568
H 0.043 7.976 -17.224
H -1.645 -2.558 -14.462
H -3.137 -2.671 -16.854
N 0.726 9.194 -14.117
O -0.338 9.518 -8.033
O -3.026 2.897 -12.255
O 0.595 7.466 -8.142
H -3.147 -2.527 -11.194
H -5.531 -3.512 -13.842
C -3.963 -2.142 -16.380
H -3.445 -3.091 -12.862
N -2.978 4.156 -12.233
H -3.784 8.593 -15.118
O -6.487 4.536 -7.967
C -5.754 4.615 -10.115
H -3.285 0.445 -11.760
C -6.410 -2.919 -14.061
H -7.972 -1.361 -15.225
H -6.048 6.368 -8.761
H 2.265 9.570 -12.813
H 0.690 9.184 -18.382
H -2.969 9.813 -16.118
H -4.073 -0.495 -10.461
H -1.242 11.692 -16.960
C 2.410 3.141 -13.203
O -4.597 0.589 -14.362
F 1.846 6.997 -10.017
H 0.380 5.499 -12.977
H 0.502 11.918 -16.891
F -0.094 4.012 -14.826
O -3.869 4.746 -12.899
H -0.218 11.082 -18.325
C 1.415 7.953 -14.403
H 1.625 7.430 -13.462
O 1.322 2.624 -13.786
O -6.435 2.288 -7.763
C 0.827 6.572 -9.231
C 1.342 10.070 -13.095
C 0.705 4.513 -12.641
N -3.524 -1.800 -15.013
P -0.605 9.839 -14.928
H -7.296 -2.973 -13.421
C -0.288 11.260 -17.258
H 1.569 8.740 -16.943
H -4.145 -1.222 -16.938
N -1.672 8.534 -14.988
H -6.051 4.845 -11.135
O -2.040 4.770 -11.718
H -4.988 0.538 -11.504
C -2.899 8.799 -15.725
C -6.343 3.269 -8.431
H -6.801 -3.452 -14.946
H -4.805 -2.830 -16.340
P -4.598 -0.871 -14.074
C -4.151 -0.168 -11.494
O -6.130 3.279 -9.741
H 0.393 4.387 -11.604
H -2.635 7.813 -13.333
H -0.869 7.583 -13.383
H -2.939 8.137 -16.599
Ti -5.022 2.853 -13.925
H -1.216 5.997 -9.565
H 0.777 7.267 -14.962
H -1.582 -1.242 -15.710
H 2.370 8.116 -14.906
O 2.098 4.379 -12.725
C -7.048 -0.780 -15.177
O 3.472 2.641 -13.078
C -6.527 5.434 -9.034
H 1.523 11.064 -13.506
N -6.124 -1.531 -14.334
H -1.943 -0.894 -14.014
H -4.760 -3.182 -11.713
C 0.563 8.934 -17.333
O -0.849 8.082 -9.658
H -7.316 0.215 -14.829
C 0.185 3.461 -13.613
C -1.793 7.507 -13.960
H -6.704 -0.738 -16.216
*
```



Entry 3:
ORCA calculation (ωB97M-V with the def2-TZVPD basis set) on C21H45N2OP3RuS as an isolated structure at a distorted geometry.

Output
**Largest force on an atom**: 3.6 eV Å⁻¹
**E**: -2527.94729 Eh
**Expectation value of S²**: 8.81

Structure (ORCA input):
```
! wB97M-V def2-TZVPD RIJCOSX def2/J DEFGRID3
* xyz 3 6
C 0.554 -1.027 3.559
H 1.397 -2.281 -3.628
H -3.771 -2.046 1.077
C 1.619 -3.512 -1.199
C 0.936 -1.499 -3.014
C 0.790 1.932 -4.569
H 0.879 2.472 5.206
H -0.154 -1.593 -3.079
H -0.859 -3.241 2.470
H 1.859 -3.259 3.015
H 0.143 3.930 4.550
P 1.406 -1.114 1.944
C -0.629 4.370 -6.098
H 1.058 -1.690 4.272
H -1.754 2.733 -6.799
H 1.222 -0.515 -3.398
H -1.526 0.454 5.135
H 3.287 -2.651 2.156
H 3.381 -0.189 3.040
H 3.681 -1.408 -2.327
C -0.816 1.398 -2.419
H -1.501 -3.418 -1.560
H 2.516 1.060 2.101
H -1.984 -4.150 1.425
H 2.536 -3.807 -0.676
C -2.049 1.397 4.906
H -0.760 1.022 -5.780
H -1.940 3.472 5.243
C -1.092 -3.510 1.433
H 1.468 2.059 -5.419
H -2.086 -1.755 -1.878
N -2.207 1.566 3.457
H 0.464 2.714 -1.241
H 1.993 3.139 -3.208
C -1.735 3.618 -6.153
C -1.105 1.779 2.714
O -1.205 0.571 -1.516
H -3.212 -0.362 0.802
H 0.819 2.335 2.727
N 0.011 2.218 3.332
H 1.671 -3.914 -2.221
P 1.499 -1.672 -1.293
C -2.950 -1.335 1.240
H 0.244 4.098 -6.703
C -2.096 -2.588 -1.161
H -0.567 5.294 -5.514
C 0.014 2.848 4.651
S -1.166 1.520 1.032
C 2.198 -2.762 2.099
H 3.827 -1.833 -0.592
H -3.131 -2.921 -1.011
H -2.387 0.925 -3.801
H -2.797 -1.199 2.318
H -3.046 1.353 5.351
H 1.961 -3.413 1.257
Ru 0.160 -0.502 0.217
P -1.456 -2.018 0.452
H 0.752 -3.963 -0.703
H -0.488 -1.353 3.478
C 0.263 2.321 -2.240
H -2.656 3.864 -5.614
H -2.966 1.077 2.982
C -1.360 1.271 -3.737
H 0.568 -0.009 3.961
H 3.530 -0.140 1.263
C -1.286 2.608 5.395
H 3.413 -0.164 -1.075
H -1.105 2.548 6.469
C -0.465 1.338 -4.778
C 2.841 0.011 2.104
C 1.098 2.518 -3.330
C 3.278 -1.224 -1.321
H -0.247 -4.070 1.020
H 1.220 0.274 -0.793
*
```